Record 1
{"formula": "H3O4PSi", "method": "wB97M-V/def2-TZVPD", "total_charge": -2, "lumo_energy_ha": 0.263, "total_energy_ha": -933.6143, "fmax_ev_per_a": 6.21, "mol_weight_g_mol": 126.08, "homo_lumo_gap_ev": 7.3, "species": ["O", "O", "O", "O", "Si", "P", "H", "H", "H"], "coordinates": [[-1.83037, 0.81484, 1.48303], [-2.50766, -1.43370, 0.35136], [-2.49824, 1.09429, -1.17092], [1.36222, 0.72044, 0.87608], [0.47545, 0.15728, -0.22528], [-1.75018, -0.14322, 0.05567], [-1.59582, 1.48732, 0.82985], [0.98420, -1.14331, -0.70051], [0.60432, 1.11393, -1.36165]], "forces_ev_per_angstrom": [[-0.011, -1.080, -1.651], [1.108, 0.950, -0.632], [2.485, -4.057, 3.994], [1.153, 0.754, 2.431], [0.380, -0.190, -1.709], [-4.553, 2.506, -2.130], [-0.118, 2.091, 0.842], [-0.016, -0.851, -0.502], [-0.428, -0.125, -0.644]]}

---

Record 2
{"formula": "H3O5", "method": "wB97M-V/def2-TZVPD", "total_charge": 1, "lumo_energy_ha": [-0.305, -0.295], "total_energy_ha": -377.1065, "fmax_ev_per_a": 7.90, "mol_weight_g_mol": 83.02, "homo_lumo_gap_ev": [8.9, 9.2], "species": ["O", "O", "O", "O", "O", "H", "H", "H"], "coordinates": [[0.33689, -0.09784, 1.55312], [-1.11602, 0.23480, 0.51446], [-0.22860, 0.88830, -1.33073], [-0.50817, -1.20539, -0.98537], [-0.59907, -0.11261, -0.46780], [0.66187, -0.90391, 1.16847], [1.34515, 0.76749, 1.66097], [0.10795, 0.42917, -2.11312]], "forces_ev_per_angstrom": [[5.522, 4.483, 3.439], [-3.299, 1.569, 4.336], [0.726, 3.902, -0.449], [0.285, -5.269, -0.688], [-0.087, 0.993, -5.554], [0.947, -1.009, -0.093], [-4.286, -3.916, -0.547], [0.192, -0.753, -0.445]]}

---

Record 3
{"formula": "H3O5PS", "method": "wB97M-V/def2-TZVPD", "lumo_energy_ha": 0.018, "total_energy_ha": -1117.5262, "fmax_ev_per_a": 2.78, "mol_weight_g_mol": 146.06, "homo_lumo_gap_ev": 10.1, "species": ["O", "O", "O", "O", "O", "P", "S", "H", "H", "H"], "coordinates": [[-2.21848, -0.61000, -0.91573], [-0.39615, -1.14268, 0.64698], [1.42291, -0.20350, -1.10353], [-0.89139, 1.22395, -0.28127], [1.80764, 0.72688, 1.15716], [1.67579, -0.64730, 0.32119], [-0.82798, -0.25673, -0.85552], [-0.66732, -2.06506, 0.54044], [-1.83315, 1.44972, -0.12653], [1.92813, 1.52472, 0.61681]], "forces_ev_per_angstrom": [[-1.272, -0.480, -0.322], [0.094, 1.358, -0.112], [1.458, -0.349, 1.249], [0.584, 0.558, 0.442], [0.111, -0.084, 0.442], [1.683, 0.319, -0.810], [-2.577, -0.715, -0.750], [-0.057, -0.047, -0.174], [0.343, -0.356, 0.096], [-0.367, -0.203, -0.061]]}

---

Record 4
{"formula": "H3OPS", "method": "wB97M-V/def2-TZVPD", "lumo_energy_ha": [-0.051, -0.081], "total_energy_ha": -816.4611, "fmax_ev_per_a": 1.30, "mol_weight_g_mol": 82.06, "homo_lumo_gap_ev": [7.6, 7.2], "species": ["O", "P", "S", "H", "H", "H"], "coordinates": [[0.05029, -0.42390, -0.20894], [0.99899, 0.70292, 0.04318], [-2.40560, 0.03883, 0.03170], [1.84959, 0.72379, -1.08000], [1.86083, 0.23954, 1.05793], [-2.35410, -1.28118, 0.15614]], "forces_ev_per_angstrom": [[-1.057, -0.725, -0.186], [0.856, 0.015, 0.016], [-0.214, 0.317, -0.022], [0.214, 0.384, -0.070], [0.212, 0.322, 0.220], [-0.011, -0.313, 0.041]]}

---

Record 5
{"formula": "H3PS", "method": "wB97M-V/def2-TZVPD", "lumo_energy_ha": [-0.058, -0.084], "total_energy_ha": -741.2011, "fmax_ev_per_a": 3.46, "mol_weight_g_mol": 66.06, "homo_lumo_gap_ev": [8.3, 7.0], "species": ["P", "S", "H", "H", "H"], "coordinates": [[-0.98177, 0.87469, -0.24817], [0.72313, -2.08349, -0.55250], [-0.31992, 2.01878, -0.93034], [0.00854, 1.06799, 0.75986], [0.57003, -1.87797, 0.97115]], "forces_ev_per_angstrom": [[1.184, 0.745, -0.346], [-0.612, 1.017, 3.247], [-0.646, -1.035, 0.228], [-0.275, -0.245, 0.101], [0.349, -0.481, -3.229]]}